Arrangement P

CH7IN3 | the ωB97M-V functional and the def2-TZVPD basis

The value obtained for the LUMO energy is -5.5978 eV. As for the HOMO-LUMO gap: 7.489 eV.

Geometry as ORCA input:
```
! RIJCOSX wB97M-V def2-TZVPD def2/J DEFGRID3
* xyz 1 1
I -2.90 0.39 0.02
H -0.79 0.85 1.64
H -0.12 -1.42 1.18
H 0.76 1.95 0.05
N 0.43 -0.76 0.76
H 1.62 -1.74 -0.56
N 0.21 1.21 -0.40
N 0.79 -1.20 -0.53
C -0.23 0.45 0.72
H 0.09 -1.66 -1.04
H -0.53 1.59 -0.98
H 0.68 0.35 -0.86
*
```

Arrangement Q

CH7IN3 | the ωB97M-V functional and the def2-TZVPD basis

The value obtained for the LUMO energy (spin up / spin down) is -4.5357 / -4.5361 eV. As for the HOMO-LUMO gap (spin up / spin down): 8.081 / 8.079 eV.

Geometry as ORCA input:
```
! RIJCOSX wB97M-V def2-TZVPD def2/J DEFGRID3
* xyz 1 1
H -0.29 -1.96 -0.15
N -0.54 2.07 -0.33
N 0.73 -1.82 -0.11
H -0.87 1.21 1.57
H -0.11 2.92 -0.04
N 0.93 -0.46 -0.06
I -2.34 -0.30 -0.10
H -0.64 1.97 -1.24
H 1.76 -0.03 0.18
H 0.95 -2.36 0.74
C -0.85 1.07 0.54
H 1.26 -2.30 -1.01
*
```

Energies relative to the most stable structure are arrangement P 0.000; arrangement Q 1.300, reported in eV.

Arrangement P

CH4IN | the ωB97M-V functional and the def2-TZVPD basis

The value obtained for the LUMO energy (spin up / spin down) is -1.0471 / -1.0466 eV. As for the HOMO-LUMO gap (spin up / spin down): 7.346 / 7.350 eV.

Geometry as ORCA input:
```
! RIJCOSX wB97M-V def2-TZVPD def2/J DEFGRID3
* xyz 0 1
N -2.34 -1.19 0.01
H 1.38 -0.37 0.48
C 1.30 0.54 -0.22
H 1.71 1.40 0.22
H 1.51 0.45 -1.28
H -2.36 -1.25 0.98
I -1.21 0.42 -0.21
*
```

Arrangement Q

CH4IN | the ωB97M-V functional and the def2-TZVPD basis

The value obtained for the LUMO energy (spin up / spin down) is -0.6034 / -0.8278 eV. As for the HOMO-LUMO gap (spin up / spin down): 8.543 / 8.372 eV.

Geometry as ORCA input:
```
! RIJCOSX wB97M-V def2-TZVPD def2/J DEFGRID3
* xyz 0 1
C -0.19 -0.57 -0.49
N -0.12 -0.01 0.91
H -1.29 -0.36 -0.89
H 0.15 -1.57 -0.47
I 1.72 0.48 1.52
H -0.71 1.97 0.49
H 0.44 0.06 -1.07
*
```

Energies relative to the most stable structure are arrangement P 0.000; arrangement Q 0.717, reported in eV.